<P>
Here is a molecular structure, C2H5N3S from OMol25. Energies are from the ωB97M-V functional and the def2-TZVPD basis.

* frontier orbital gap: 8.765 eV

```
! wB97M-V def2-TZVPD RIJCOSX def2/J DEFGRID3
* xyz 0 1
N -1.219 1.078 0.145
H -2.159 1.133 -0.499
H 0.647 -1.709 0.405
H 3.707 0.897 0.573
N 1.409 0.312 -0.214
C -0.855 -0.344 0.103
C 0.536 -0.588 0.071
N -1.775 -1.202 -0.043
H -0.439 1.595 -0.142
H -2.778 -0.848 -0.366
S 2.924 -0.325 -0.035
*
```

natural (NBO) analysis output, partial charges in e:
1. N -0.83
2. H 0.37
3. H 0.20
4. H 0.14
5. N -0.56
6. C 0.35
7. C 0.04
8. N -0.64
9. H 0.38
10. H 0.35
11. S 0.19

<Q>
Here is C2H5N3S in the gas phase from OMol25. Energies are from the ωB97M-V functional and the def2-TZVPD basis.

* SMILES string: [H]/N=C\N/C=N\S
* frontier orbital gap: 9.362 eV

```
! wB97M-V def2-TZVPD RIJCOSX def2/J DEFGRID3
* xyz 0 1
N -0.502 -0.127 -1.666
N -0.763 0.211 1.858
N 0.972 -0.305 0.243
H 1.925 -0.612 0.390
H 1.263 0.091 2.175
C 0.427 0.004 1.497
H -1.461 0.143 1.136
C 0.425 -0.657 -0.959
S -1.114 1.323 -1.128
H -2.002 1.476 -2.140
H 0.831 -1.549 -1.405
*
```

natural (NBO) analysis output, partial charges in e:
1. N -0.58
2. N -0.66
3. N -0.65
4. H 0.40
5. H 0.16
6. C 0.28
7. H 0.35
8. C 0.23
9. S 0.18
10. H 0.12
11. H 0.18

What should be chosen as the most stable of them? Choose <Q>.

<P>
Here is 5 unconnected molecules or ions with the total composition H10O5 from OMol25. Energies are from the ωB97M-V functional and the def2-TZVPD basis.

* SMILES string: O.O.O.O.O
* frontier orbital gap: 11.645 eV

```
! wB97M-V def2-TZVPD RIJCOSX def2/J DEFGRID3
* xyz 0 1
O 1.000 1.853 -0.204
H 0.211 -1.018 -0.717
H -1.515 0.199 -1.115
H -2.548 0.944 -0.234
H 1.319 2.527 0.433
H -0.951 -0.260 1.056
H -0.659 -2.144 -1.471
O -1.636 0.857 -0.376
H 0.049 1.695 -0.141
O 1.922 -0.881 -0.274
H 1.590 -1.191 0.643
O -0.540 -0.674 1.836
O -0.663 -1.258 -1.021
H 0.073 0.023 2.085
H 1.767 0.054 -0.224
*
```

natural (NBO) analysis output, partial charges in e:
1. O -0.99
2. H 0.50
3. H 0.52
4. H 0.48
5. H 0.49
6. H 0.49
7. H 0.49
8. O -1.00
9. H 0.51
10. O -0.96
11. H 0.48
12. O -0.96
13. O -1.00
14. H 0.45
15. H 0.50

<Q>
Here is 5 unconnected molecules or ions with the total composition H10O5 from OMol25. Energies are from the ωB97M-V functional and the def2-TZVPD basis.

* SMILES string: O.O.O.O.O
* frontier orbital gap: 11.836 eV

```
! wB97M-V def2-TZVPD RIJCOSX def2/J DEFGRID3
* xyz 0 1
H 1.111 -0.113 1.143
O 0.742 0.685 1.553
H 0.022 0.782 -1.520
H 0.522 -1.121 -0.822
O 0.836 -1.614 -0.028
O 0.791 2.121 -0.707
H -0.907 -1.339 0.659
H -1.126 -0.195 -1.246
H -2.376 -1.180 1.152
O -1.643 -0.686 0.785
H -0.200 0.455 1.553
O -0.323 -0.127 -1.805
H 0.399 3.003 -0.567
H 0.897 1.745 0.192
H 1.255 -2.417 -0.342
*
```

natural (NBO) analysis output, partial charges in e:
1. H 0.50
2. O -0.97
3. H 0.51
4. H 0.51
5. O -1.02
6. O -0.99
7. H 0.51
8. H 0.49
9. H 0.48
10. O -1.00
11. H 0.49
12. O -0.98
13. H 0.48
14. H 0.51
15. H 0.49

<R>
Here is 5 unconnected molecules or ions with the total composition H10O5 from OMol25. Energies are from the ωB97M-V functional and the def2-TZVPD basis.

* SMILES string: O.O.O.O.O
* frontier orbital gap: 11.527 eV

```
! wB97M-V def2-TZVPD RIJCOSX def2/J DEFGRID3
* xyz 0 1
H -0.336 2.015 -0.799
H 0.213 1.887 1.619
H 2.039 -3.447 1.052
O -0.947 2.775 -0.338
H 0.382 -2.480 -0.459
H -0.822 0.338 -2.546
H -1.385 -0.675 -1.780
O 0.104 -1.847 -1.185
H 0.347 -1.091 -0.779
H -1.875 2.302 -0.293
H 1.385 2.040 2.827
O -1.430 0.306 -1.899
O 1.410 -2.638 1.006
O 0.675 1.550 2.347
H 1.549 -2.064 1.720
*
```

natural (NBO) analysis output, partial charges in e:
1. H 0.48
2. H 0.50
3. H 0.50
4. O -0.97
5. H 0.50
6. H 0.46
7. H 0.50
8. O -0.97
9. H 0.46
10. H 0.49
11. H 0.49
12. O -0.96
13. O -0.97
14. O -1.00
15. H 0.49

What should be chosen as the most stable of them? Choose <Q>.